# 1
107
Properties=species:S:1:pos:R:3:forces:R:3 method="wB97M-V/def2-TZVPD" s2=2.0091 e_tot_ha=-2174.2832 spin_multiplicity=3 e_lumo_ev=-1.52
H 0.310 3.573 -1.643 0.087 -0.126 -0.065
H 0.620 2.405 -2.937 -0.068 -0.002 0.144
C -3.243 4.970 -5.001 -1.716 1.131 -0.026
H 2.402 -2.449 6.927 -0.328 -1.095 -1.542
H 6.224 -1.574 6.659 -1.986 0.237 -0.325
C 0.124 -5.499 5.028 0.730 -1.011 1.614
H -2.452 5.434 -7.732 -0.025 -0.002 0.054
C -3.563 -2.043 2.007 0.323 1.007 -1.534
H 0.897 -1.312 0.576 -0.033 0.223 -0.282
H 4.084 -7.756 4.706 -2.348 0.329 -1.152
H 5.781 -1.606 1.367 -1.046 -0.426 2.088
C 0.317 -7.685 3.194 1.762 0.957 -0.363
H -3.740 1.837 -6.565 0.086 0.140 0.027
H -2.734 6.928 -5.806 -0.157 -0.183 0.157
H -5.002 -1.580 6.473 0.980 -1.345 -1.290
H -4.155 6.525 -3.748 0.057 -0.217 -0.306
O -5.741 -1.577 3.709 5.190 -1.033 2.330
H -3.575 3.254 -7.613 -0.033 0.013 0.121
H -3.967 -3.120 1.933 0.554 1.821 0.120
C 5.085 -1.390 6.522 0.101 -0.691 -0.661
O 0.751 -6.016 6.008 -2.652 2.411 -4.323
O 2.986 1.837 0.523 -2.498 0.457 -1.312
C 1.429 0.502 -0.553 -1.745 -1.341 0.136
C -1.091 1.796 -5.764 -0.050 0.360 0.721
H 2.464 -4.205 6.210 -0.806 1.697 -0.163
H 0.282 -7.611 2.029 -0.129 -0.051 2.152
O -1.772 3.599 -3.850 -2.183 -0.414 -1.803
C 2.243 -3.100 5.991 0.356 0.569 -1.731
C 3.035 4.015 -1.146 0.214 -0.432 0.573
H -0.202 0.877 -2.017 0.014 0.128 0.055
H 2.389 4.646 -0.528 0.046 -0.147 -0.035
C 1.899 -7.628 3.562 4.583 -0.770 4.596
H -2.547 1.878 -7.857 0.131 0.102 0.230
C -4.549 4.954 -5.835 -0.067 -0.139 -0.259
H 3.495 -3.099 0.997 0.730 0.720 2.143
C 3.233 1.877 -2.467 -0.007 -0.360 0.148
H 3.369 -0.045 -3.427 -0.101 0.036 0.049
N -2.674 3.588 -4.885 3.822 1.247 2.212
H -5.122 5.875 -5.681 0.242 -0.088 0.169
C -3.707 5.533 -3.628 0.548 -0.435 0.217
H 1.343 3.977 -3.010 0.166 -0.100 0.203
H -1.351 0.238 4.494 0.109 -2.196 -0.015
C 0.285 -1.277 5.212 -2.146 -2.957 -1.172
H 3.291 4.588 -2.044 -0.248 -0.286 -0.032
H 1.043 -0.482 5.593 -1.687 -1.379 -0.900
H 4.212 1.719 -2.000 -0.124 0.072 0.161
H -0.914 6.155 -7.316 -0.087 -0.095 0.005
C 5.153 -1.890 2.301 -2.698 -1.361 2.863
C 5.521 -1.486 3.778 -2.534 -1.607 -0.975
H -0.180 -8.681 3.481 1.054 1.585 -0.105
C 4.621 -1.854 5.053 -0.957 -0.982 -3.299
H -0.722 1.329 -6.682 -0.255 0.272 -0.045
H 2.395 -0.592 1.120 -0.138 0.265 -0.023
H 6.499 -0.889 3.940 -1.903 -1.121 -0.213
C 2.640 0.519 -2.834 -0.006 0.047 -0.075
C 3.297 -2.670 4.811 2.136 0.906 -2.842
C -2.562 -4.763 3.766 -2.248 -1.270 -0.033
C -4.592 -1.821 4.258 -4.362 0.571 -2.120
N -3.402 -1.569 3.422 0.274 -2.380 2.267
C 3.828 -2.752 2.054 0.950 1.185 4.312
H 3.216 -0.604 -1.117 -0.089 0.133 0.173
C 2.948 -3.117 3.316 2.787 1.690 -0.159
O -3.840 -4.841 3.820 5.456 0.889 -0.301
H 1.999 -3.743 3.123 1.693 1.182 0.455
H -4.387 4.900 -6.910 0.046 -0.119 0.042
C 1.394 -0.353 0.749 0.618 0.614 0.170
H -4.464 4.883 -3.174 0.135 0.010 -0.079
H 4.524 -2.046 7.303 1.026 1.441 -1.296
C -3.022 2.483 -7.078 -0.222 0.184 -0.225
C -0.450 -6.403 3.795 -3.058 0.933 -1.357
H 3.423 2.443 -3.386 -0.135 0.157 0.197
C -1.971 3.041 -6.088 -0.049 -1.501 -1.525
C -1.130 -0.891 4.566 2.040 -3.484 0.732
C -0.055 0.537 -0.993 -0.118 0.108 -0.369
H -0.128 4.189 -6.226 -0.125 -0.138 0.136
C -1.058 4.073 -6.794 0.017 0.326 0.245
H 1.757 -1.189 -1.889 -0.119 0.125 0.248
H -3.661 -2.926 6.102 -1.385 1.170 -0.525
C -1.677 5.455 -6.959 -0.063 0.056 -0.018
H -5.458 -3.225 5.769 1.527 1.581 -0.370
C -1.663 -3.536 4.245 1.469 2.094 0.480
H -5.197 4.122 -5.541 0.151 0.050 -0.024
H -0.646 1.176 -0.330 0.149 0.002 -0.076
H -2.162 -6.715 2.342 0.539 1.407 1.786
H -0.765 3.698 -7.781 -0.115 -0.214 0.185
H -2.517 -1.947 1.496 -1.862 -0.365 1.036
N 1.903 1.902 -0.320 4.256 -1.172 1.281
H -1.661 1.038 -5.216 0.030 0.165 -0.029
H -2.889 5.654 -2.914 -0.017 -0.223 -0.170
C 2.318 2.688 -1.526 -0.452 1.645 -1.211
H -1.416 6.157 -4.948 -0.109 -0.174 0.090
H -0.501 -0.463 -0.955 0.259 0.051 0.104
C -0.233 -3.915 4.899 -0.409 2.412 -0.247
C -1.739 -6.056 3.201 3.192 0.179 1.953
C 3.036 -7.665 4.244 -5.771 -0.039 -3.940
H 4.911 -0.263 6.674 0.044 -1.803 -0.140
C 1.076 3.173 -2.316 -0.195 -0.203 -0.039
H 1.761 0.641 -3.474 -0.005 0.058 0.033
H -0.205 2.052 -5.175 -0.248 0.072 0.059
H 3.975 3.858 -0.610 -0.224 -0.152 0.058
C 2.281 -0.276 -1.586 0.319 0.242 -0.074
C -2.137 -2.016 4.046 3.988 -0.742 2.011
C -4.624 -2.409 5.751 -0.427 -0.211 -0.060
H -4.232 -1.271 1.445 0.967 -1.709 1.129
H 0.846 0.160 1.548 0.101 0.000 -0.121
C 0.780 -2.820 5.374 -3.779 1.039 -0.961
C -2.246 5.962 -5.637 0.296 -0.216 -0.134

***

# 2
107
Properties=species:S:1:pos:R:3:forces:R:3 method="wB97M-V/def2-TZVPD" s2=2.0150 total_charge=+1 e_tot_ha=-2929.1421 spin_multiplicity=3 relative_energy_kcal_mol=0.0 e_lumo_ev="-1.81 / -5.15"
H -1.386 2.242 -3.475 -0.030 -0.016 -0.025
H -4.090 -3.524 0.984 0.002 -0.003 0.003
H 0.534 3.962 4.038 0.006 0.012 -0.014
H 0.861 -1.647 -5.893 -0.019 -0.012 -0.031
H -0.282 -1.165 6.262 -0.020 0.000 0.030
H 1.653 3.802 -2.120 0.008 0.033 -0.017
H 2.193 1.858 -4.629 0.048 -0.028 -0.014
H -6.252 -4.705 1.078 -0.013 -0.018 0.029
C 0.272 -0.510 5.586 -0.015 -0.024 -0.014
C 0.350 -3.839 0.410 -0.009 -0.021 -0.004
C 0.185 -5.063 -0.215 0.010 0.019 -0.005
C -4.414 -0.144 0.677 -0.057 -0.036 0.013
H -0.722 2.956 3.312 -0.056 -0.004 -0.016
C 4.672 -1.976 1.643 0.015 0.005 -0.017
P 0.543 0.381 2.873 0.006 -0.054 0.048
H 1.856 -1.675 3.081 0.005 0.052 -0.030
H -1.708 2.505 1.354 0.047 0.020 0.038
C 2.393 1.957 4.461 0.007 0.020 -0.044
C 2.368 -0.332 -2.357 -0.037 -0.027 -0.053
N 2.504 -0.721 1.328 -0.034 -0.053 0.018
C -4.478 -2.629 -0.933 0.058 -0.018 0.036
H 2.576 2.963 4.844 0.020 0.025 -0.006
C -4.740 1.028 1.340 -0.028 0.027 0.016
C 0.151 2.942 3.965 0.034 -0.046 0.027
H 2.162 1.322 5.309 -0.031 -0.037 0.069
H -5.140 -1.907 -2.839 0.003 0.008 -0.019
C 1.261 2.035 3.429 -0.063 -0.042 -0.149
C 2.071 -0.670 2.707 0.025 -0.005 0.080
C -1.896 -4.289 -1.142 -0.020 0.003 -0.030
H -2.328 0.249 3.414 -0.025 -0.017 -0.024
H 1.042 2.849 1.412 -0.025 0.022 -0.018
H -0.422 -2.869 -4.332 -0.010 -0.018 -0.033
C 0.098 -0.797 -4.084 -0.067 0.002 0.138
N 2.655 -0.554 -0.961 0.028 0.015 0.017
H 1.443 3.443 -4.491 -0.005 0.028 -0.009
H 0.315 0.474 6.049 0.030 0.060 0.010
C 1.257 2.370 -4.409 -0.028 0.000 0.018
H 1.450 2.492 -0.961 -0.006 0.011 0.011
H -2.764 -4.479 -1.763 -0.013 0.001 -0.004
H 6.537 -3.014 1.501 0.026 -0.017 0.020
C -4.799 -3.424 0.170 0.024 -0.009 -0.034
H 3.327 1.617 4.015 0.012 -0.027 -0.004
C 5.852 -2.397 -0.430 -0.004 0.005 0.011
H 0.527 2.108 -5.171 -0.029 -0.044 -0.050
H -2.004 -0.339 -3.742 -0.024 -0.006 0.013
C 1.708 2.719 -1.998 -0.012 -0.031 0.044
C 3.785 -1.230 -0.489 0.035 0.032 0.006
C 5.756 -2.508 0.952 0.000 0.001 -0.008
C -6.010 -4.089 0.222 -0.009 0.001 -0.013
H 2.495 -1.270 -2.902 -0.010 0.026 -0.021
C 4.868 -1.751 -1.170 0.000 -0.009 0.011
H 2.743 2.421 -2.161 0.033 -0.017 0.006
H 0.146 -2.541 3.730 0.021 -0.019 -0.026
H -5.756 1.178 1.680 0.000 0.004 0.004
C -1.741 -3.047 -0.518 -0.074 0.033 0.015
H 2.593 2.044 1.688 0.014 -0.009 -0.018
H -0.599 3.752 -3.021 0.005 0.040 -0.007
C 1.088 -0.789 -5.256 -0.059 0.013 0.051
H -5.194 -0.871 0.488 0.040 0.053 0.027
H -1.412 -2.362 4.518 0.007 -0.011 0.019
H 0.930 -5.838 -0.103 0.016 -0.027 0.002
H 3.057 0.396 -2.800 -0.017 -0.056 0.010
H 4.605 -2.062 2.719 -0.008 -0.006 0.048
P -2.896 -1.730 -1.066 -0.032 0.028 -0.083
H -4.030 2.929 2.061 -0.014 0.024 0.013
C -2.474 1.770 1.150 0.009 0.010 -0.028
H 0.948 -2.651 -3.253 0.050 -0.013 0.019
H -1.247 -1.932 2.824 -0.049 -0.004 -0.127
H 0.999 0.101 -5.870 0.005 0.095 -0.016
H -0.468 -1.904 0.765 0.025 0.116 0.056
C -6.604 -3.187 -1.927 -0.020 0.001 0.014
H 4.952 -1.662 -2.245 0.002 0.000 -0.046
C -0.443 -0.477 4.236 -0.006 0.170 -0.031
C -6.915 -3.970 -0.828 0.014 0.009 0.005
H 2.869 -0.260 3.332 -0.071 -0.065 -0.021
H -7.305 -3.098 -2.746 -0.016 0.006 -0.027
H 2.127 -0.889 -4.948 0.060 -0.026 0.026
H -0.684 -2.287 -2.687 0.042 0.003 -0.073
C -3.783 2.004 1.558 -0.004 0.001 -0.031
C 0.747 2.068 -3.000 0.003 -0.084 -0.052
C 1.826 2.669 2.150 0.015 0.028 0.034
C -0.645 2.682 -2.811 0.008 -0.021 0.008
C -0.610 -2.847 0.259 0.015 0.091 0.120
H -1.094 -6.240 -1.474 -0.005 -0.036 -0.025
H 1.286 -0.906 5.508 0.029 -0.018 0.006
H -0.168 2.643 4.962 -0.035 -0.022 0.065
C -2.193 0.598 0.475 -0.101 -0.203 0.273
C -0.015 -2.231 -3.545 -0.045 0.036 0.092
H -1.641 -1.043 -5.319 -0.015 -0.029 -0.027
H 6.707 -2.818 -0.938 0.036 -0.016 -0.025
C -0.740 -1.909 3.785 0.094 -0.055 -0.031
H -2.423 -0.357 5.067 0.005 -0.009 0.025
H -7.860 -4.492 -0.786 -0.035 -0.023 -0.002
H -1.253 0.643 -5.017 0.006 0.057 -0.020
H 1.228 -3.651 1.014 0.042 0.025 0.037
H -1.734 1.227 4.757 0.020 0.118 0.034
C 3.690 -1.338 0.910 0.028 0.032 0.017
C -3.113 -0.405 0.215 0.046 -0.066 -0.076
C -5.387 -2.518 -1.979 0.002 0.014 -0.005
P 0.610 0.238 -2.594 0.304 0.195 0.013
H 2.284 3.629 2.397 0.013 0.027 0.022
Au -0.079 0.519 0.020 -0.155 -0.029 -0.338
C -1.807 0.216 4.372 0.043 -0.030 -0.034
C -0.948 -5.286 -0.987 0.014 -0.010 0.024
H -1.001 2.556 -1.786 -0.013 0.008 0.036
B 1.854 -0.247 0.164 -0.056 -0.138 0.019
C -1.283 -0.344 -4.561 0.015 0.002 0.033